{
  "formula": "C20H42NOP3V",
  "method": "ωB97M-V/def2-TZVPD",
  "species": ["V", "P", "P", "P", "H", "C", "C", "H", "C", "C", "C", "C", "C", "C", "C", "C", "C", "H", "H", "H", "H", "H", "H", "H", "H", "H", "H", "H", "H", "H", "H", "H", "H", "H", "H", "H", "H", "H", "H", "H", "H", "H", "H", "H", "H", "H", "C", "C", "C", "C", "C", "C", "O", "H", "H", "H", "H", "H", "H", "C", "C", "C", "N", "H", "H", "H", "H", "H"],
  "xyz": [[0.25737, 0.61629, 0.47368], [1.94482, 1.53048, -0.66470], [-1.49766, 1.79318, -1.16811], [0.72187, -1.08842, 1.89687], [-2.55354, -1.23808, -1.71669], [-2.77649, -2.00824, -0.98019], [-3.37583, -1.66666, 0.17645], [-3.72550, -0.64371, 0.37088], [2.12066, 1.07010, -2.40956], [1.96294, 3.28058, -0.43525], [3.39418, 0.76652, 0.06031], [-3.32928, 1.55095, -1.20905], [-1.48407, 3.48203, -0.45931], [-1.25667, 2.16155, -2.96100], [-0.54424, -2.09739, 2.70121], [1.40129, -0.09740, 3.26563], [2.01622, -2.37584, 1.65499], [-2.15169, -2.91184, -1.08509], [-3.07490, -2.14310, 1.12164], [2.83060, 0.25916, -2.46712], [2.48205, 1.96187, -2.96849], [1.17531, 0.73491, -2.83306], [3.00554, 3.57887, -0.33996], [1.40988, 3.52757, 0.46995], [1.47429, 3.74941, -1.28692], [4.22568, 1.33673, -0.36795], [3.46790, -0.28946, -0.22248], [3.39977, 0.84073, 1.15544], [-3.74255, 2.32224, -1.87366], [-3.74110, 1.68080, -0.19876], [-3.56956, 0.54321, -1.56712], [-2.29989, 4.05782, -0.93029], [-0.51215, 3.96230, -0.64326], [-1.65138, 3.41886, 0.63020], [-2.11246, 2.74777, -3.32270], [-1.20621, 1.21304, -3.51624], [-0.32475, 2.72057, -3.11481], [-0.05269, -2.63302, 3.51727], [-0.97745, -2.79527, 1.98418], [-1.32887, -1.44858, 3.09536], [1.72124, -0.83123, 4.01047], [0.60259, 0.54627, 3.65392], [2.24630, 0.51543, 2.92435], [1.92728, -3.04214, 2.53902], [3.00780, -1.88273, 1.63634], [1.85170, -2.93471, 0.70682], [0.91500, -2.61233, -2.02554], [1.43893, -2.48905, -3.32587], [1.76363, -3.64128, -3.99955], [1.42475, -4.90240, -3.42534], [0.83159, -4.98554, -2.16265], [0.50289, -3.81471, -1.44609], [0.95505, -1.41252, -1.37947], [0.12612, -1.33966, -0.72853], [1.71035, -1.48896, -3.68687], [2.34800, -3.55713, -4.94842], [1.65676, -5.79401, -4.00726], [0.68468, -5.97843, -1.70876], [0.05391, -3.90514, -0.45515], [-1.32692, 2.80693, 4.62279], [-2.40340, 2.47129, 3.55125], [-1.70372, 1.70390, 2.56174], [-1.04349, 1.26626, 1.71142], [-0.90625, 1.88461, 5.07640], [-1.87595, 3.40238, 5.35921], [-0.48459, 3.38219, 4.17927], [-3.21393, 1.78960, 3.90391], [-2.81180, 3.37255, 3.03029]],
  "forces_ev_per_a": [[-2.487, -0.651, -1.836], [1.622, 0.019, -1.883], [-1.198, 1.248, -0.924], [1.000, -2.973, 1.817], [-0.906, -0.420, -0.541], [1.367, 0.506, 0.985], [2.206, 0.897, 0.668], [-0.457, -0.567, -0.515], [-0.347, 0.950, -0.413], [0.017, 0.346, 0.194], [0.199, -0.109, 0.794], [0.273, -0.873, 0.767], [0.495, -0.047, 0.524], [0.862, -0.713, 0.173], [-0.570, 0.544, -0.197], [-0.282, 0.554, -0.452], [0.184, 0.350, -0.621], [-0.839, 0.192, 0.034], [-1.151, -0.702, -0.603], [0.283, -0.103, -0.086], [-0.114, -0.590, 0.257], [0.053, 0.143, -0.061], [0.029, 0.400, -0.048], [0.177, 0.297, 0.132], [0.200, 0.202, -0.053], [0.245, -0.190, 0.199], [-0.003, 0.249, -0.080], [0.322, 0.145, -0.274], [0.208, -0.243, 0.162], [0.015, -0.053, -0.301], [-0.174, 0.409, -0.036], [0.399, -0.185, 0.153], [-0.583, 0.076, 0.071], [-0.017, 0.323, -0.597], [0.240, -0.126, 0.230], [-0.057, 0.353, -0.026], [-0.255, -0.109, -0.098], [-0.118, 0.012, -0.052], [0.006, -0.072, 0.118], [-0.074, -0.224, 0.063], [0.126, 0.227, 0.090], [0.402, -0.172, 0.196], [-0.087, -0.151, 0.399], [0.213, 0.317, -0.608], [-0.419, -0.475, 0.002], [0.229, 0.265, 0.798], [-0.203, 1.126, -0.361], [0.679, -0.435, -0.416], [0.460, 0.143, -0.581], [0.526, 0.637, -0.862], [-0.510, 0.356, 1.170], [0.624, -1.693, -0.426], [-2.150, 0.330, 2.221], [1.299, -0.503, -1.080], [-0.194, -0.610, 0.039], [-0.827, -0.358, 0.807], [-0.083, 0.044, 0.304], [-0.190, 0.617, -0.292], [0.114, 0.213, -0.291], [0.124, 0.021, 0.129], [-0.066, -0.749, -0.244], [0.318, 0.547, -1.128], [-0.820, 0.497, 1.445], [-0.482, 0.612, -0.072], [0.556, -0.092, 0.139], [-0.710, -0.163, 0.350], [0.233, 0.802, 0.151], [0.067, -0.621, 0.477]],
  "s2": 0.899,
  "multiplicity": 2,
  "total_charge": 4,
  "e_homo_ev": [-19.894, -19.584],
  "homo_lumo_gap_ev": [3.38, 3.51]
}

***

{
  "formula": "C20H42NP3STi",
  "method": "ωB97M-V/def2-TZVPD",
  "species": ["Ti", "P", "P", "P", "H", "C", "C", "H", "C", "C", "C", "C", "C", "C", "C", "C", "C", "H", "H", "H", "H", "H", "H", "H", "H", "H", "H", "H", "H", "H", "H", "H", "H", "H", "H", "H", "H", "H", "H", "H", "H", "H", "H", "H", "H", "H", "C", "C", "C", "C", "C", "C", "S", "H", "H", "H", "H", "H", "H", "C", "C", "C", "N", "H", "H", "H", "H", "H"],
  "xyz": [[-0.45193, -0.02156, -1.24690], [1.60319, 0.73068, 0.16660], [-2.52944, 1.84098, -0.43333], [0.64310, 1.61068, -3.01430], [0.80947, -5.05543, 0.47613], [1.29013, -4.63295, -0.40939], [2.46531, -3.98252, -0.35114], [2.99992, -3.81132, 0.58419], [1.94002, -0.13087, 1.75320], [1.49729, 2.45908, 0.76862], [3.26650, 0.55715, -0.57579], [-4.12838, 1.22523, -1.03605], [-2.51481, 1.97432, 1.36499], [-2.17721, 3.45612, -1.12441], [2.03340, 0.72323, -3.82514], [1.43759, 3.23645, -2.72646], [-0.49794, 2.00877, -4.40108], [0.81000, -4.81060, -1.36601], [2.94072, -3.62751, -1.27364], [1.88112, -1.21556, 1.59512], [1.21826, 0.18513, 2.51803], [2.95460, 0.13334, 2.08143], [0.63389, 2.57017, 1.43888], [1.40306, 3.17383, -0.05830], [2.41693, 2.66631, 1.33340], [3.34163, -0.42253, -1.06313], [3.99573, 0.60493, 0.24345], [3.48271, 1.34617, -1.30345], [-4.89786, 2.01703, -1.01853], [-4.42839, 0.34843, -0.44499], [-4.00671, 0.90157, -2.08089], [-3.29591, 2.69351, 1.62680], [-1.52912, 2.31316, 1.70492], [-2.70465, 0.99310, 1.81342], [-3.05925, 4.07931, -0.90593], [-2.01289, 3.43647, -2.20782], [-1.30264, 3.91150, -0.64593], [1.79353, 0.58624, -4.88496], [2.19702, -0.26328, -3.38133], [2.96271, 1.29874, -3.74054], [1.59522, 3.73622, -3.69406], [2.40510, 3.11352, -2.22357], [0.78756, 3.86278, -2.10632], [-0.36175, 1.28483, -5.21271], [-0.32408, 3.02187, -4.79372], [-1.53448, 1.92679, -4.05386], [-0.70631, -2.33144, -4.28528], [-1.74088, -2.12772, -5.24166], [-1.96504, -3.06767, -6.25146], [-1.06367, -4.12040, -6.44270], [0.02146, -4.26421, -5.57466], [0.23533, -3.35506, -4.55217], [-0.62767, -1.46324, -2.80760], [-1.87990, 0.52049, -0.34417], [-2.36886, -1.24407, -5.17878], [-2.82859, -2.96368, -6.92450], [-1.21850, -4.83047, -7.25406], [0.72539, -5.08711, -5.72092], [1.11945, -3.41364, -3.92997], [-2.38534, -1.99825, 3.66828], [-0.95671, -1.71953, 3.14906], [-0.91365, -1.34909, 1.75947], [-0.83291, -1.14737, 0.60040], [-3.04342, -1.13529, 3.51814], [-2.39741, -2.23270, 4.74133], [-2.81895, -2.85177, 3.13938], [-0.49511, -0.91581, 3.75422], [-0.33514, -2.62353, 3.28584]],
  "forces_ev_per_a": [[1.608, -0.564, -0.407], [0.817, 0.059, 0.815], [-1.594, -0.478, 0.976], [0.385, 0.125, -0.670], [0.167, 0.150, -0.262], [0.837, 0.459, 0.235], [-0.786, -0.181, -0.227], [-0.117, -0.143, -0.227], [-0.303, -0.164, -0.112], [0.013, 0.053, -0.242], [-0.093, 0.090, -0.235], [0.163, 0.132, -0.270], [-0.055, 0.121, -0.181], [0.776, 0.214, -0.492], [0.072, -0.302, 0.009], [-0.194, 0.121, 0.381], [-0.346, -0.072, 0.106], [-0.026, -0.046, 0.089], [-0.101, -0.138, 0.396], [0.085, 0.221, 0.153], [0.225, -0.144, -0.156], [-0.352, -0.052, -0.014], [0.294, -0.026, -0.101], [0.099, -0.154, 0.285], [-0.275, 0.096, -0.105], [0.065, 0.209, 0.092], [-0.116, 0.060, -0.319], [-0.015, -0.220, 0.116], [0.330, -0.316, 0.176], [0.014, 0.319, -0.078], [-0.027, 0.090, 0.221], [0.153, -0.056, 0.321], [-0.277, 0.137, -0.058], [-0.198, 0.224, -0.118], [0.083, -0.275, 0.027], [-0.157, -0.059, 0.199], [-0.158, -0.142, -0.003], [0.123, 0.011, 0.182], [-0.029, 0.144, -0.113], [-0.249, -0.092, -0.072], [0.005, -0.219, 0.304], [-0.275, 0.096, -0.106], [0.199, 0.109, -0.165], [-0.061, 0.123, 0.184], [-0.016, -0.360, 0.145], [0.092, 0.094, -0.229], [0.018, -0.913, -2.330], [-0.114, -0.255, 0.592], [0.268, 0.403, -0.185], [-0.265, 0.011, 0.485], [0.269, 0.034, -0.417], [-0.324, 0.251, 0.680], [-0.325, 0.437, 0.254], [-0.345, 0.599, -0.388], [-0.170, -0.256, 0.188], [0.549, 0.118, 0.350], [0.025, 0.143, 0.249], [-0.168, 0.371, 0.033], [-0.077, -0.297, 0.124], [-0.456, -0.096, -0.164], [-0.075, -0.172, 1.322], [0.362, -0.002, -3.478], [-0.316, 0.160, 3.083], [0.145, -0.113, 0.034], [0.309, 0.113, -0.379], [0.052, 0.131, 0.090], [-0.069, -0.281, -0.374], [-0.085, 0.360, -0.217]],
  "s2": 0.796,
  "multiplicity": 2,
  "total_charge": 3,
  "e_homo_ev": [-16.471, -16.467],
  "homo_lumo_gap_ev": [6.12, 6.01]
}

***

{
  "formula": "C20H42O16",
  "method": "ωB97M-V/def2-TZVPD",
  "species": ["C", "C", "O", "C", "O", "O", "C", "H", "H", "H", "H", "H", "H", "H", "H", "C", "C", "O", "C", "O", "O", "C", "H", "H", "H", "H", "H", "H", "H", "H", "C", "C", "O", "C", "O", "O", "C", "H", "H", "H", "H", "H", "H", "H", "H", "C", "C", "O", "C", "O", "O", "C", "H", "H", "H", "H", "H", "H", "H", "H", "C", "C", "O", "C", "O", "O", "C", "H", "H", "H", "H", "H", "H", "H", "H", "O", "H", "H"],
  "xyz": [[-9.91383, -19.72463, 13.66516], [-9.51570, -18.79523, 12.50538], [-8.77666, -19.59721, 11.51093], [-7.54492, -19.94116, 11.87200], [-6.93050, -19.72086, 12.87155], [-7.08173, -20.64769, 10.82740], [-5.80446, -21.22514, 10.99555], [-10.46524, -19.16952, 14.40809], [-9.06800, -20.24500, 14.12329], [-10.56272, -20.53906, 13.28158], [-8.83158, -18.02073, 12.88984], [-10.37705, -18.43258, 11.99380], [-5.88040, -21.78030, 11.90627], [-5.08550, -20.40439, 11.13603], [-5.61457, -21.72995, 10.03583], [-2.05534, -11.20420, 14.81541], [-3.02914, -12.24046, 15.37043], [-3.40044, -13.16499, 14.36933], [-2.49994, -14.18579, 14.17377], [-1.42181, -14.25545, 14.68959], [-3.10849, -15.00769, 13.19349], [-2.28478, -16.14469, 12.86541], [-2.48799, -10.63279, 14.00413], [-1.18522, -11.73826, 14.47117], [-1.75478, -10.45902, 15.58350], [-3.95865, -11.76922, 15.65781], [-2.60040, -12.70434, 16.24271], [-2.88107, -17.03163, 13.06503], [-1.30363, -16.17402, 13.33646], [-2.22267, -16.12951, 11.77510], [-10.43357, -15.53938, 10.04481], [-9.08348, -16.16022, 10.20598], [-8.74558, -15.93188, 11.60583], [-7.51086, -16.13645, 11.96476], [-6.60290, -16.34937, 11.26628], [-7.49059, -16.08495, 13.32987], [-6.25736, -15.72967, 13.99634], [-10.48284, -14.46821, 10.32916], [-11.20294, -16.04582, 10.63608], [-10.68213, -15.56760, 8.99277], [-8.32442, -15.64589, 9.64768], [-8.99650, -17.19605, 9.94034], [-5.46237, -16.38361, 13.70514], [-6.53037, -15.87306, 15.05365], [-5.94782, -14.68481, 13.81115], [-2.12643, -20.65865, 12.61639], [-1.24809, -19.49462, 12.37925], [0.10254, -19.91152, 11.84998], [0.87545, -20.31756, 12.77703], [0.59425, -20.44030, 13.93247], [2.04053, -20.63539, 12.22617], [3.01958, -21.15020, 13.19411], [-2.80558, -20.52775, 13.43755], [-1.65220, -21.63629, 12.74537], [-2.75629, -20.73517, 11.73534], [-1.09080, -18.87060, 13.22816], [-1.65465, -18.96139, 11.52441], [2.75804, -20.79643, 14.17963], [4.00704, -20.87070, 12.84298], [2.92218, -22.24137, 13.14519], [-5.17438, -18.09562, 8.18128], [-4.36080, -16.86445, 8.07564], [-3.02577, -17.23460, 7.57667], [-2.17043, -17.43923, 8.55572], [-2.31599, -17.28047, 9.74123], [-1.05684, -17.84270, 7.95212], [-0.03448, -18.40594, 8.82736], [-4.89236, -18.69837, 9.03060], [-5.15632, -18.71430, 7.27264], [-6.20845, -17.87135, 8.42827], [-4.35614, -16.32096, 9.00684], [-4.70440, -16.21544, 7.27887], [0.32884, -17.88736, 9.71978], [0.78580, -18.63468, 8.18621], [-0.39430, -19.33090, 9.23560], [-4.49603, -18.25220, 11.63633], [-5.25659, -17.69696, 11.82898], [-3.88152, -17.64961, 11.15844]],
  "forces_ev_per_a": [[-0.379, -0.691, -0.910], [1.699, -1.606, 1.243], [-0.824, 1.141, 0.847], [0.191, -0.894, -1.776], [-0.119, 0.464, 0.741], [-0.870, 0.490, -0.246], [0.453, 1.212, -0.518], [-0.134, 0.155, 0.332], [0.052, 0.521, -0.050], [0.127, 0.535, 0.139], [-0.619, -0.201, -0.323], [-0.399, 0.475, -0.403], [0.628, -1.043, 0.232], [0.015, -0.409, -0.012], [0.056, -0.296, 0.803], [-0.116, 0.314, 0.718], [0.211, 1.493, -0.002], [0.737, -1.860, -0.301], [-2.091, 0.641, -1.684], [-0.552, -0.635, -0.339], [2.217, 1.318, 2.631], [-0.802, -0.387, -1.170], [-0.170, -0.054, -0.287], [0.460, 0.069, -0.165], [-0.150, -0.622, -0.286], [-0.260, 0.095, 0.125], [0.131, -0.519, 0.201], [0.163, -0.128, 0.491], [-0.230, 0.270, 0.083], [0.513, 0.083, 0.117], [-0.611, 0.519, -0.121], [0.472, 1.280, 1.006], [-1.241, -0.327, -0.471], [-1.828, 0.606, 3.608], [3.092, -0.641, -2.238], [0.108, 0.552, -0.787], [-0.754, 0.241, 0.366], [0.441, -0.627, -0.016], [0.141, -0.090, -0.215], [-0.370, -0.175, -0.289], [0.265, 0.356, -0.544], [-0.261, -0.719, 0.193], [0.478, -0.443, -0.095], [0.454, 0.131, -0.413], [-0.359, -0.463, -0.050], [-0.870, -1.315, -0.524], [1.301, -0.136, -1.559], [-2.995, 1.500, -1.254], [1.333, -1.001, 0.593], [-0.186, -0.002, 1.378], [1.579, -0.212, 0.624], [-0.842, -0.580, -1.085], [-0.187, 0.264, 0.540], [0.325, 0.386, 0.106], [-0.234, -0.360, -0.082], [0.195, 0.426, 0.522], [0.201, 0.507, 0.233], [0.238, 0.126, 0.168], [-0.063, 0.239, 0.055], [0.158, 0.196, 0.252], [-0.903, -0.980, 0.040], [0.217, 0.107, -1.407], [-1.315, 0.714, 1.238], [1.039, -0.203, -0.947], [-0.256, -0.141, 0.334], [1.283, -0.156, 1.298], [-0.356, -0.389, 0.111], [0.530, -0.306, 0.237], [0.054, 0.308, 0.216], [-0.257, 0.318, -0.245], [0.484, 0.183, 0.225], [-0.277, 0.173, -0.001], [-0.510, 0.910, -0.524], [0.535, 0.020, -0.482], [-0.383, -0.620, 0.018], [0.988, 0.399, -0.398], [-0.278, 0.111, -0.080], [-0.515, -0.618, 0.237]],
  "multiplicity": 1,
  "e_homo_ev": -10.544,
  "homo_lumo_gap_ev": 11.21
}

***

DFT total energy per entry: -2883.5587, -3112.7207, -1991.1241 Eh
Molar mass per entry: 456.4, 469.4, 538.5 g/mol